1.
The following is a DFT calculation (wB97M-V/def2-TZVPD) of C15H23ClN4O4S in the gas phase.

Each line ends with the Löwdin charge.
Atoms and positions in Å:
C  -1.20  1.32  1.97  -0.0844
O  -0.66  1.39  0.66  -0.1818
C  0.62  1.98  0.52  -0.4757
C  1.73  0.96  0.85  -0.4197
O  2.90  1.31  0.91  0.0682
N  1.31  -0.31  1.01  0.1160
C  2.17  -1.39  1.42  -0.1006
C  1.98  -2.66  0.58  -0.2592
C  2.96  -2.67  -0.59  -0.2272
O  4.26  -2.78  -0.05  -0.0436
N  0.65  -2.81  0.00  0.1000
C  -0.49  -2.88  0.72  -0.4854
O  -0.50  -2.82  1.94  0.0792
C  -1.76  -3.02  -0.12  -0.0404
C  -2.10  -1.75  -0.83  -0.3025
C  -1.72  -1.35  -2.13  -0.0364
C  -2.27  -0.10  -2.26  -0.7062
Cl  -2.25  0.98  -3.58  0.7284
N  -2.93  0.19  -1.12  -0.1905
C  -3.59  1.42  -0.75  -0.0163
N  -2.81  -0.81  -0.23  0.1447
C  0.74  2.41  -0.94  -0.1373
C  0.07  3.78  -1.12  -0.4271
S  -0.25  4.47  0.54  0.8709
C  0.81  3.25  1.34  -0.3890
H  -2.04  0.63  1.92  0.0834
H  -0.47  0.94  2.69  0.1013
H  -1.56  2.30  2.30  0.0834
H  0.31  -0.46  0.98  0.1167
H  3.20  -1.05  1.32  0.1189
H  1.98  -1.62  2.47  0.1279
H  2.18  -3.52  1.21  0.1565
H  2.74  -3.51  -1.26  0.1224
H  2.84  -1.73  -1.15  0.1324
H  4.90  -2.52  -0.71  0.0948
H  0.57  -2.73  -1.00  0.1296
H  -1.62  -3.82  -0.85  0.1239
H  -2.56  -3.29  0.56  0.1249
H  -1.17  -1.89  -2.88  0.1063
H  -4.28  1.19  0.06  0.0954
H  -2.86  2.16  -0.40  0.0791
H  -4.15  1.81  -1.60  0.0767
H  1.80  2.47  -1.20  0.1257
H  0.28  1.65  -1.57  0.1135
H  0.72  4.46  -1.67  0.0683
H  -0.88  3.71  -1.64  0.0577
H  0.53  3.14  2.38  0.0836
H  1.86  3.54  1.29  0.0936

Orbital gap, eV: 9.015
Spin multiplicity: 1
SMILES: CO[C@@]1(C(=O)NC[C@H](CO)NC(=O)Cc2cc(Cl)n(C)n2)CCSC1

2.
The following is a DFT calculation (wB97M-V/def2-TZVPD) of a molecular structure, C24H33HgN9O6Se.

Each line ends with the Löwdin charge.
Atoms and positions in Å:
Hg  -0.55  0.15  -0.03  1.1732
C  2.53  -0.97  1.44  -0.1609
N  1.76  -1.38  0.28  -0.0833
C  2.54  -1.58  -0.92  -0.1383
C  1.64  -1.48  -2.11  -0.3108
N  0.36  -1.36  -2.03  0.1488
C  -0.09  -1.27  -3.34  -0.2355
C  -1.38  -1.12  -3.82  -0.0074
C  -1.54  -1.02  -5.19  -0.0740
C  -0.45  -1.08  -6.06  -0.1015
C  0.84  -1.24  -5.60  -0.0380
C  1.00  -1.34  -4.22  -0.2201
N  2.11  -1.47  -3.40  0.1579
C  1.57  -0.60  2.52  -0.3247
N  0.28  -0.67  2.41  0.1488
C  -0.21  -0.16  3.61  -0.2199
C  -1.53  0.01  4.01  0.0035
C  -1.74  0.57  5.26  -0.0868
C  -0.66  0.95  6.09  -0.1097
C  0.65  0.78  5.69  -0.0387
C  0.85  0.21  4.44  -0.1987
N  1.99  -0.11  3.72  0.1690
H  3.07  -0.06  1.16  0.1032
H  3.25  -1.71  1.81  0.1267
H  1.16  -2.17  0.50  0.1221
H  3.06  -2.54  -0.94  0.1236
H  3.30  -0.80  -0.97  0.1253
H  -2.22  -1.08  -3.13  0.0994
H  -2.54  -0.90  -5.59  0.1027
H  -0.61  -0.99  -7.13  0.0949
H  1.69  -1.27  -6.28  0.1026
H  3.06  -1.61  -3.69  0.1564
H  -2.34  -0.26  3.35  0.1150
H  -2.75  0.74  5.61  0.1001
H  -0.87  1.40  7.05  0.0931
H  1.47  1.07  6.33  0.1008
H  2.94  0.11  3.97  0.1588
C  -1.00  3.87  2.73  -0.0092
C  -0.61  2.78  1.78  -0.3065
N  -1.45  2.00  1.26  -0.0550
O  -2.76  2.20  1.57  -0.0593
C  0.83  2.62  1.41  -0.3187
C  1.88  3.41  2.12  -0.0496
N  1.13  1.82  0.43  -0.1765
O  2.35  1.72  0.03  -0.2382
H  -2.04  4.14  2.58  0.0743
H  -0.37  4.75  2.59  0.0723
H  -0.88  3.52  3.76  0.0875
H  -3.21  1.34  1.29  0.0130
H  1.76  3.31  3.20  0.0736
H  1.84  4.47  1.88  0.0741
H  2.85  3.03  1.81  0.0598
O  -4.44  -1.70  -1.11  -0.4858
Se  -3.35  -0.73  -0.41  0.7414
O  -3.84  -0.08  1.03  -0.4919
O  -1.91  -1.57  -0.09  -0.5927
O  -2.86  0.51  -1.38  -0.5369
N  0.45  4.20  -3.34  -0.0489
C  0.96  2.97  -4.01  -0.2374
C  0.93  1.83  -3.00  -0.1860
N  -0.39  1.62  -2.39  -0.0639
C  -1.00  2.87  -1.91  -0.2100
C  -0.97  3.98  -2.94  -0.2155
H  0.59  5.11  -3.96  -0.0105
H  1.00  4.34  -2.48  0.0858
H  1.97  3.20  -4.36  0.0756
H  0.31  2.78  -4.85  0.1008
H  1.66  2.00  -2.22  0.0924
H  1.22  0.91  -3.52  0.0991
H  -1.02  1.10  -2.97  0.0773
H  -0.45  3.20  -1.02  0.0911
H  -2.02  2.64  -1.59  0.1024
H  -1.36  4.93  -2.56  0.0868
H  -1.51  3.70  -3.83  0.1074

Net charge: -1
Orbital gap (spin up / spin down), eV: 3.189 / 7.158
Spin multiplicity: 2

3.
The following is a DFT calculation (wB97M-V/def2-TZVPD) of a molecular structure, C5H4 in a non-equilibrium geometry.

Each line ends with the Löwdin charge.
Atoms and positions in Å:
C  1.55  0.22  -0.39  -0.0711
C  0.72  -0.79  0.16  0.0074
C  0.74  1.09  0.43  0.0647
C  -0.44  0.28  0.22  -0.3664
C  -1.67  0.32  -0.14  0.0369
H  2.58  0.07  -0.71  0.0943
H  0.95  -1.57  0.97  0.1294
H  -2.04  -0.67  -0.35  0.0630
H  -2.41  1.04  -0.17  0.0417

Orbital gap, eV: 9.073
Spin multiplicity: 1

Number 1: total energy -1963.77471 Eh. Number 2: total energy -4433.29452 Eh. Number 3: total energy -192.70292 Eh.